98
Properties=species:S:1:pos:R:3:forces:R:3:mulliken_charge:R:1 method="wB97M-V/def2-TZVPD" total_charge=+2 multiplicity=1 e_lumo_ha=-0.38668
Be -4.970 11.570 -3.014 -0.3 -0.2 0.4 0.838
Be -0.639 14.500 -7.022 0.3 -0.4 -0.5 0.786
C -2.796 11.137 -6.479 -1.8 1.8 -2.9 0.906
O -3.762 10.436 -6.101 -0.5 -1.2 -0.1 -0.484
O -2.497 11.590 -7.614 -0.2 -1.7 0.1 -0.472
O -2.301 11.739 -5.542 2.6 1.7 3.2 -0.420
C -1.600 15.839 -12.767 -1.2 1.0 1.0 -1.338
C -1.570 16.053 -11.242 -0.7 -0.9 0.3 0.273
C -3.014 16.056 -10.683 1.2 1.0 1.2 -0.867
O -2.903 16.258 -9.229 -1.0 -0.5 -2.0 -0.250
C -4.228 16.348 -8.699 1.6 0.0 1.6 -0.824
N -0.716 15.093 -10.541 0.8 -0.3 0.2 -0.436
H -0.623 15.694 -13.228 -0.3 0.0 0.0 0.385
H -2.097 16.765 -13.056 0.5 0.2 -0.8 0.379
H -2.377 15.113 -13.007 0.6 -0.6 -0.2 0.356
H -1.111 17.009 -10.989 -0.3 0.2 -0.2 0.302
H -3.656 15.212 -10.932 0.4 -0.6 0.1 0.411
H -3.548 16.917 -11.085 0.1 0.3 -0.1 0.381
H -4.661 15.353 -8.602 -0.6 0.1 -0.7 0.326
H -4.819 17.148 -9.146 -0.2 -0.4 -0.3 0.321
H -4.002 16.628 -7.670 -0.5 0.3 0.2 0.265
H -0.790 14.135 -10.852 -0.8 -0.3 -0.1 0.227
H 0.210 15.308 -10.880 0.6 0.2 0.5 0.295
C -10.373 13.143 -1.574 0.2 0.1 -0.3 -1.483
C -9.200 12.511 -2.297 0.9 0.0 0.5 0.450
C -9.348 12.735 -3.782 -0.1 0.8 -0.7 -0.884
O -8.158 12.494 -4.528 0.1 0.6 -0.6 -0.222
C -8.320 12.525 -5.994 -0.9 -0.5 1.6 -0.750
N -7.876 13.107 -1.803 -0.4 -0.8 -0.6 -0.439
H -10.251 12.954 -0.507 -0.3 0.3 0.0 0.408
H -11.282 12.667 -1.943 -0.2 0.0 0.2 0.369
H -10.412 14.203 -1.824 -0.1 0.1 0.4 0.405
H -9.314 11.451 -2.073 1.0 -0.2 0.1 0.162
H -9.738 13.750 -3.858 0.8 0.9 -0.4 0.376
H -10.231 12.248 -4.196 0.2 -1.1 0.1 0.464
H -7.349 12.365 -6.462 -0.2 -0.2 0.2 0.203
H -8.767 13.437 -6.389 0.1 0.3 0.4 0.308
H -9.050 11.733 -6.167 0.3 -0.2 -0.7 0.334
H -7.801 14.082 -2.054 -0.1 0.2 -0.9 0.270
H -7.796 13.201 -0.801 -0.3 -0.8 0.4 0.268
C 3.021 10.811 -5.565 -0.7 -0.6 1.0 -1.490
C 2.432 12.217 -5.429 1.0 -0.1 1.2 0.424
C 2.991 13.169 -4.406 -0.4 1.1 0.3 -0.787
O 1.973 14.195 -4.382 0.1 0.8 0.2 -0.245
C 1.966 15.044 -3.234 0.3 0.0 -0.1 -0.785
N 2.414 12.831 -6.756 -1.3 -0.7 0.0 -0.465
H 2.283 10.270 -6.158 0.5 -0.1 -0.7 0.448
H 2.981 10.199 -4.664 0.1 0.4 0.6 0.385
H 4.048 10.713 -5.915 -0.2 0.3 -0.4 0.361
H 1.461 12.179 -4.936 -0.7 -0.6 -1.1 0.117
H 3.953 13.608 -4.668 0.2 0.0 0.1 0.358
H 2.997 12.734 -3.406 0.4 -0.4 0.0 0.369
H 1.414 15.963 -3.428 -0.2 -0.2 -0.4 0.253
H 2.959 15.393 -2.949 0.2 -0.3 0.0 0.320
H 1.495 14.547 -2.386 0.1 -0.1 0.2 0.269
H 3.352 12.835 -7.129 0.5 0.6 0.1 0.294
H 2.050 12.043 -7.274 -0.6 0.2 -0.9 0.310
C -0.435 10.266 0.373 1.2 -0.7 1.8 -1.460
C -1.807 10.145 -0.231 -0.9 0.3 -0.4 0.566
C -2.934 9.713 0.690 -0.1 0.3 1.0 -1.003
O -4.306 9.739 0.130 2.3 -1.5 0.7 -0.224
C -5.106 8.810 0.910 -0.6 1.5 1.0 -0.816
N -2.124 11.467 -0.825 -0.6 -1.1 -1.7 -0.412
H 0.317 10.803 -0.207 -0.5 0.5 -0.3 0.346
H 0.134 9.362 0.590 -0.6 -0.8 -0.3 0.398
H -0.463 10.672 1.384 -0.2 0.7 0.0 0.369
H -1.781 9.325 -0.949 0.0 0.7 -1.0 0.228
H -2.832 10.295 1.606 -0.8 0.7 0.1 0.395
H -2.611 8.755 1.097 -0.6 -0.7 -0.5 0.410
H -4.655 7.882 1.263 0.3 -0.1 -0.9 0.335
H -6.096 8.679 0.473 0.4 -0.2 -0.5 0.259
H -5.317 9.339 1.840 -0.1 0.1 0.3 0.364
H -1.921 12.277 -0.257 0.0 -0.1 0.4 0.258
H -1.570 11.500 -1.669 0.0 0.6 -0.2 0.222
C -4.426 10.489 -11.415 -0.1 -0.5 -0.5 -0.375
O -5.235 10.191 -10.303 -0.3 0.2 0.4 -0.483
H -3.434 10.103 -11.182 0.3 0.3 -0.6 0.125
H -4.834 9.975 -12.285 0.1 -0.2 0.1 0.269
H -4.447 11.544 -11.687 0.3 0.2 0.2 0.179
H -4.722 10.493 -9.550 -0.3 -0.1 0.3 0.278
C -8.349 7.745 -3.276 -0.4 -1.6 -2.5 -0.730
O -7.044 8.266 -3.564 0.3 1.1 1.8 -0.438
H -9.020 8.138 -4.039 -0.3 0.1 0.2 0.266
H -8.265 6.678 -3.482 -0.3 -0.3 -0.1 0.344
H -8.900 7.741 -2.336 1.3 1.2 0.6 0.299
H -6.879 8.216 -4.509 -0.4 -0.3 0.0 0.289
C 0.580 8.780 -11.275 -0.8 -0.2 0.4 -0.499
O 0.483 10.087 -10.716 0.7 0.6 -0.1 -0.487
H 0.007 8.163 -10.583 0.2 -0.7 -0.4 0.200
H 0.158 8.735 -12.279 -0.2 0.0 0.0 0.237
H 1.600 8.405 -11.356 0.1 0.5 0.4 0.252
H -0.390 10.182 -10.328 0.0 -0.1 -0.1 0.297
C -2.091 6.273 -5.891 -0.2 0.0 0.1 -0.506
O -3.496 6.450 -5.706 0.2 0.3 0.1 -0.464
H -1.808 6.227 -6.942 -0.2 -0.5 -0.1 0.255
H -1.454 7.068 -5.503 -0.3 0.3 0.5 0.209
H -1.878 5.360 -5.335 0.3 0.0 -0.4 0.241
H -3.759 7.350 -5.915 0.1 0.1 -0.2 0.272


106
Properties=species:S:1:pos:R:3:forces:R:3:mulliken_spin:R:1 method="wB97M-V/def2-TZVPD" total_charge=+1 multiplicity=5 e_lumo_ha="-0.14220 / -0.12238"
Cr -1.263 -2.961 -1.321 0.7 0.3 0.7 3.923
C 0.847 0.728 -0.965 -1.7 -0.5 0.6 0.010
F 1.808 -0.199 -0.795 -11.2 0.1 5.0 0.016
F 1.251 1.901 -0.543 -0.5 -0.1 0.1 0.000
F 0.606 0.772 -2.274 -0.6 0.2 -0.2 0.000
S -0.706 0.235 -0.050 -0.8 1.3 0.9 0.021
O -1.717 1.186 -0.493 1.1 -0.7 0.0 -0.009
O -1.036 -1.102 -0.541 0.0 -0.8 -0.3 -0.052
O -0.377 0.281 1.359 0.1 -0.3 -1.4 0.002
C -3.372 3.764 0.501 -0.8 -0.2 -0.3 0.000
C -4.142 3.580 -0.838 1.2 1.1 0.3 0.000
O -3.313 2.982 -1.834 -0.4 -0.1 -0.1 0.000
O -3.300 2.526 1.233 0.1 0.3 -0.6 0.000
H -3.860 4.529 1.108 -0.4 -0.4 0.2 0.000
H -2.369 4.184 0.386 0.1 -0.2 -0.6 0.000
H -4.371 4.570 -1.239 -0.1 0.1 0.1 0.000
H -5.099 3.073 -0.705 0.1 -0.3 0.2 0.000
H -2.768 2.319 -1.407 0.0 -0.1 -0.1 -0.001
H -2.734 1.945 0.680 -0.4 0.4 0.8 0.000
C 2.723 0.391 2.531 1.1 0.9 -0.1 0.000
C 3.761 -0.596 3.099 -0.7 0.3 -0.4 0.000
O 3.236 -1.572 3.995 0.2 1.2 0.8 0.000
O 2.277 1.360 3.462 0.3 -0.9 0.3 0.000
H 1.916 -0.148 2.026 0.2 1.3 1.1 0.000
H 3.232 0.959 1.749 0.1 0.0 -0.1 0.000
H 4.661 -0.122 3.491 -0.1 0.2 0.0 0.000
H 4.032 -1.142 2.190 1.0 0.8 0.1 0.000
H 2.696 -1.100 4.640 0.1 -0.2 0.2 0.000
H 2.052 0.868 4.262 -0.5 0.4 0.2 0.000
C -3.424 -4.360 0.497 -0.6 -0.3 0.0 0.001
C -2.499 -5.536 0.217 0.5 0.8 1.5 0.010
O -1.691 -5.275 -0.928 -0.8 0.2 -0.6 0.013
O -2.766 -3.111 0.269 0.5 -0.3 -0.4 0.021
H -3.763 -4.402 1.532 0.1 -0.2 0.0 0.001
H -4.322 -4.446 -0.119 0.1 0.2 -0.2 -0.007
H -3.135 -6.422 0.203 0.2 -0.2 -0.6 0.001
H -1.781 -5.638 1.036 -0.3 -0.1 0.3 -0.003
H -1.114 -6.034 -1.058 0.1 0.1 -0.2 0.003
H -3.221 -2.372 0.691 0.0 0.0 0.0 0.009
C 0.531 -3.089 1.314 1.3 0.0 1.4 -0.015
C 1.629 -2.210 1.884 0.2 -1.2 0.7 0.002
O 2.850 -2.945 2.034 -0.9 -0.8 -1.8 0.000
O 0.593 -3.205 -0.106 -0.5 -0.1 -0.2 -0.018
H -0.409 -2.718 1.719 -0.3 0.2 -0.9 0.019
H 0.679 -4.067 1.783 0.0 -0.1 -0.2 0.003
H 1.296 -1.949 2.895 -0.1 0.2 -0.1 0.000
H 1.803 -1.278 1.351 -0.5 -1.2 -0.7 0.002
H 3.568 -2.305 2.159 -0.7 -1.3 0.0 0.000
H 1.477 -3.512 -0.336 0.0 -0.1 0.0 0.011
C -1.594 -0.637 4.212 0.5 -0.2 0.7 0.000
C -1.949 -0.947 5.645 -0.4 -0.1 0.9 0.000
O -2.207 0.242 6.376 -0.1 -0.2 -0.2 0.000
O -0.443 0.182 4.150 0.1 -0.4 0.0 0.000
H -2.461 -0.151 3.758 0.1 0.0 -0.3 0.000
H -1.372 -1.628 3.789 -0.3 0.0 -0.5 0.000
H -1.215 -1.552 6.191 0.6 0.2 -0.4 0.000
H -2.823 -1.611 5.659 -0.2 0.2 -0.3 0.000
H -2.911 0.046 7.000 0.0 0.2 0.1 0.000
H -0.264 0.365 3.217 -0.2 0.2 0.3 0.000
C -1.577 4.419 3.332 0.6 0.5 -0.5 0.000
C -0.254 3.856 2.760 -0.5 -0.2 0.3 0.000
O 0.400 3.247 3.838 0.1 0.3 0.6 0.000
O -2.378 3.372 3.798 -0.4 0.1 0.1 0.000
H -2.108 5.044 2.601 0.1 -0.3 -0.4 0.000
H -1.415 5.148 4.129 0.4 -0.4 0.3 0.000
H 0.377 4.599 2.259 -0.1 0.3 0.1 0.000
H -0.525 3.107 2.003 -0.1 -0.1 -0.1 0.000
H 1.124 2.648 3.611 -0.3 0.3 -0.5 0.000
H -2.785 2.988 3.010 0.0 -0.2 0.0 0.000
C 0.637 -3.397 -3.720 0.0 0.8 -0.9 0.021
C -0.489 -2.512 -4.262 -4.9 -13.6 2.0 -0.028
O -0.940 -1.690 -3.185 -2.6 -1.3 2.1 -0.004
O 0.141 -4.287 -2.699 0.4 0.1 -0.3 0.015
H 1.476 -2.803 -3.347 -0.2 0.0 0.4 -0.009
H 1.088 -3.934 -4.556 -0.3 -0.3 0.0 0.001
H -1.260 -3.232 -4.553 -0.8 -0.3 0.5 -0.007
H -0.164 -1.862 -5.072 -3.1 -9.2 0.2 -0.003
H -1.446 -0.956 -3.554 -0.4 0.1 0.4 0.014
H 0.434 -5.160 -2.979 -0.3 -0.2 0.4 0.009
C 3.401 0.134 -1.757 5.8 -0.1 -3.6 0.001
C 4.424 1.185 -1.345 -1.2 0.5 0.6 0.000
O 3.771 2.023 -0.378 0.5 0.2 0.5 0.000
H 3.881 -0.525 -2.487 0.2 0.0 -0.4 0.000
H 2.536 0.580 -2.254 1.6 0.2 -0.6 0.000
H 3.012 -0.494 -0.956 6.0 -0.4 -1.3 -0.001
H 4.747 1.866 -2.133 0.3 -0.5 -0.4 0.000
H 5.275 0.748 -0.825 0.1 0.0 -0.2 0.000
H 3.065 2.501 -0.824 0.4 0.1 0.0 0.000
C -0.240 4.536 -1.878 -0.1 -0.2 0.1 0.000
C -0.154 3.948 -3.269 0.8 1.2 -0.3 0.000
O 1.141 4.186 -3.854 0.5 -0.4 0.7 0.000
H 0.270 5.499 -1.860 0.0 0.0 0.1 0.000
H 0.131 3.887 -1.082 0.2 0.1 -0.1 0.000
H -1.304 4.671 -1.683 0.0 0.2 0.1 0.000
H -0.797 4.596 -3.868 -0.8 -0.9 -0.1 0.000
H -0.344 2.874 -3.239 -0.6 0.1 -0.4 0.000
H 1.101 4.033 -4.801 -0.1 0.0 0.0 0.000
C 0.306 -0.858 -4.915 7.3 12.5 -0.8 0.018
C 1.767 -0.608 -5.241 0.7 1.0 -1.0 0.000
O 2.561 -1.782 -5.211 -0.5 -0.9 0.1 0.000
H -0.113 0.128 -4.701 0.1 0.5 -0.4 0.000
H 0.204 -1.457 -4.008 4.7 6.4 0.1 0.007
H -0.272 -1.293 -5.729 0.5 3.8 -3.3 0.000
H 2.233 0.102 -4.553 -0.6 0.2 0.2 0.000
H 1.849 -0.167 -6.241 -0.1 0.1 0.0 0.000
H 3.481 -1.551 -5.065 0.1 0.1 -0.1 0.000